Molecular formula: C37H75Cl2N4O6RbSb2Si3
Method: DFT, the ωB97M-V functional and the def2-TZVPD basis

Each line ends with the Löwdin charge.
Element x y z (Å)
1 Rb 0.274986 1.798816 -0.492178  0.72
2 C 3.968649 -2.527972 1.588544  -0.31
3 Sb 2.280469 -2.046445 0.139683  1.45
4 C 0.948237 -3.591232 0.567906  -0.48
5 C 0.664146 -4.727557 -0.247264  -0.40
6 C -0.385798 -5.645772 0.061651  -0.06
7 C -0.765501 -6.632963 -0.814179  -0.12
8 C 0.004031 -6.903918 -1.904501  -0.13
9 C 1.148304 -6.094514 -2.063467  -0.15
10 N 1.484157 -5.021401 -1.320986  0.07
11 Si 0.180788 -3.473776 2.221739  0.32
12 C 0.510338 -4.885543 3.328297  -0.19
13 C 0.957762 -1.955607 3.057535  -0.20
14 C -1.635342 -3.230537 2.419814  -0.21
15 C 3.474569 -2.615285 -1.727679  -0.54
16 C 2.377154 -2.592553 -2.756808  -0.49
17 C 2.680359 -2.882451 -4.047929  -0.08
18 C 1.763906 -2.713852 -5.095892  -0.04
19 C 0.469045 -2.285328 -4.760230  -0.06
20 C 0.238991 -2.060890 -3.404013  -0.12
21 N 1.148613 -2.200496 -2.450546  0.07
22 Si 4.546176 -4.136533 -1.453375  0.47
23 C 4.766038 -5.085991 -3.089656  -0.20
24 C 4.328318 -5.311042 0.022646  -0.20
25 C 6.381088 -3.595737 -1.170547  -0.21
26 Si 4.569565 -1.077255 -2.118076  0.48
27 C 3.332469 0.380671 -2.493267  -0.17
28 C 5.682457 -1.275131 -3.718919  -0.18
29 C 5.593560 -0.408837 -0.743192  -0.19
30 H 4.051494 -1.847155 2.409482  -0.03
31 H 4.994877 -2.490625 1.107346  -0.02
32 H 3.927244 -3.544523 1.979996  -0.02
33 H -0.920159 -5.501140 0.942283  0.05
34 H -1.548714 -7.306283 -0.654778  0.08
35 H -0.193539 -7.650257 -2.654790  0.07
36 H 1.888587 -6.302924 -2.853828  0.09
37 H 1.482617 -4.824769 3.795604  0.02
38 H 0.569453 -5.775481 2.666573  0.03
39 H -0.297590 -5.100798 4.046432  0.03
40 H 1.964300 -2.244985 3.224130  -0.02
41 H 0.364535 -1.795608 3.940060  0.03
42 H 0.828936 -0.994560 2.548566  0.00
43 H -2.230833 -4.133726 2.694187  0.04
44 H -2.106381 -2.759571 1.476971  0.05
45 H -1.699629 -2.531003 3.247152  0.01
46 H 3.641002 -3.410066 -4.192695  0.08
47 H 2.068403 -3.066261 -6.098492  0.11
48 H -0.311564 -2.110095 -5.455623  0.09
49 H -0.703505 -1.593653 -3.079877  0.10
50 H 3.863566 -5.410040 -3.657357  0.02
51 H 5.364381 -6.043699 -2.875147  0.05
52 H 5.419930 -4.528833 -3.760985  0.01
53 H 4.500123 -6.363145 -0.322087  0.04
54 H 3.292094 -5.271019 0.397756  0.01
55 H 5.044209 -5.127690 0.832748  0.02
56 H 6.849945 -2.964859 -1.954999  0.02
57 H 6.929107 -4.575991 -1.096268  0.04
58 H 6.572521 -3.200346 -0.187711  -0.01
59 H 2.470320 0.076496 -3.103572  0.01
60 H 3.815329 1.293238 -3.034538  0.07
61 H 3.013370 0.681137 -1.516264  -0.03
62 H 5.142588 -0.815542 -4.573459  0.03
63 H 5.961782 -2.256203 -4.043404  -0.02
64 H 6.599351 -0.651471 -3.557947  0.03
65 H 4.901560 -0.134278 0.054601  0.03
66 H 6.145028 0.511826 -1.052069  0.06
67 H 6.296997 -1.048054 -0.295421  -0.01
68 O -2.791617 -0.259524 -2.974455  -0.12
69 H -1.962095 0.207633 -3.306535  0.01
70 H -2.588935 -0.573939 -2.069845  0.01
71 O 0.122820 4.594231 6.802144  -0.03
72 H -0.335259 4.181314 6.074641  0.01
73 H 0.871366 5.033142 6.489517  0.00
74 O -1.187379 -1.135502 -0.216579  -0.16
75 H -0.562715 -1.880386 -0.129209  -0.03
76 H -1.307691 -0.835690 0.739588  -0.01
77 O -0.378766 1.435613 -3.536828  -0.16
78 H 0.258095 0.813263 -3.940738  0.03
79 H 0.067658 2.327321 -3.564872  -0.02
80 O 0.051260 1.673646 2.231077  -0.14
81 C -0.903474 0.967334 2.312018  -0.69
82 N -1.742749 0.104509 2.378997  0.10
83 O 1.716435 4.327978 -0.788132  -0.12
84 C 1.508334 4.108901 -1.951940  -0.75
85 N 1.282227 3.771310 -3.070850  0.02
86 C -5.720042 3.653137 0.857244  -0.12
87 C -4.435915 3.174361 0.232656  -0.68
88 C -4.278192 1.685843 0.497601  -0.14
89 C -4.477794 3.301611 -1.315900  -0.12
90 Sb -2.603142 4.279250 0.875860  1.62
91 C -2.812785 6.280077 -0.031158  -0.71
92 C -2.616844 6.051078 -1.515724  -0.15
93 C -1.670216 7.125518 0.496245  -0.13
94 C -4.179975 6.917846 0.204507  -0.11
95 C -2.701031 4.696066 2.993451  -0.73
96 C -3.065294 3.298532 3.586482  -0.12
97 C -3.663585 5.741309 3.504463  -0.13
98 C -1.276238 5.157216 3.416366  -0.12
99 H -6.521272 2.993988 0.600181  0.07
100 H -5.960919 4.775853 0.554295  0.10
101 H -5.612858 3.717991 1.922924  0.04
102 H -5.134357 1.109396 0.116683  0.08
103 H -4.337142 1.387790 1.539619  0.03
104 H -3.356302 1.340217 0.058212  0.07
105 H -5.074409 2.518472 -1.736964  0.08
106 H -3.507908 3.413307 -1.793832  0.06
107 H -4.948014 4.245603 -1.626169  0.06
108 H -1.674597 5.520860 -1.624914  0.07
109 H -2.420697 6.939872 -2.072482  0.07
110 H -3.424572 5.437396 -1.998992  0.07
111 H -0.724867 6.536719 0.427779  0.09
112 H -1.796600 7.371564 1.499399  0.02
113 H -1.524078 8.024959 -0.166560  0.10
114 H -5.000243 6.282926 -0.213087  0.06
115 H -4.290515 7.846740 -0.332018  0.07
116 H -4.455377 6.998058 1.221880  0.04
117 H -4.129027 3.109342 3.188102  0.07
118 H -3.159341 3.375987 4.673375  0.08
119 H -2.454784 2.443376 3.237500  0.04
120 H -4.668671 5.469431 3.089378  0.08
121 H -3.377504 6.681827 3.149822  0.04
122 H -3.809925 5.730720 4.615761  0.10
123 H -0.464948 4.536213 2.976553  0.08
124 H -1.196658 5.054647 4.498908  0.05
125 H -1.119343 6.219509 3.110408  0.07
126 Cl -5.844842 -1.655361 1.427115  0.47
127 C -4.502027 -1.186696 2.522221  -0.97
128 Cl -5.179946 -0.240467 3.902954  0.46
129 H -3.767054 -0.577275 2.058178  -0.06
130 H -4.116921 -2.034865 3.015965  -0.02

Forces on the atoms, in the same order (eV/Å):
Rb 0.016 -0.282 -0.304
C 1.314 -0.568 -1.336
Sb 1.150 0.086 0.233
C -0.571 -0.891 -0.189
C 1.032 0.324 0.012
C 0.264 0.087 -1.285
C 0.782 0.421 0.741
C 2.251 0.962 -1.567
C 0.221 0.595 -0.021
N -0.863 -1.262 -0.295
Si 0.587 1.591 -0.516
C 0.057 -1.889 -0.016
C -1.495 -0.042 -0.795
C -1.971 0.056 -1.552
C -0.320 0.612 1.051
C 0.310 -0.150 0.754
C 0.815 -1.212 -2.398
C 0.004 -0.810 0.453
C 1.460 -0.150 0.676
C -0.470 0.934 -0.043
N -0.184 0.408 0.709
Si 0.608 0.071 -0.105
C 0.355 -1.972 0.112
C -0.519 -0.771 -0.392
C 0.285 -1.098 -0.449
Si -0.957 0.246 -1.716
C 1.561 0.388 -1.510
C -0.431 1.516 0.371
C -0.159 1.439 0.096
H -0.346 0.624 0.534
H -1.139 0.103 0.183
H -0.431 0.018 0.078
H -1.036 0.266 1.323
H -1.468 -0.600 0.732
H -0.181 -0.279 0.076
H -0.498 -0.057 0.151
H 0.252 0.045 0.434
H -0.038 0.218 0.334
H 0.415 0.251 -0.016
H 1.056 0.291 0.568
H 0.124 -0.144 0.938
H 0.437 -0.254 -0.262
H 0.464 0.448 -0.304
H 0.550 -0.642 1.581
H -0.337 0.289 0.064
H -0.640 0.921 -0.445
H -0.386 0.528 0.498
H -0.494 0.054 -0.625
H 0.233 -0.681 -0.108
H 0.545 0.295 0.534
H -0.817 1.158 -0.124
H -0.076 0.214 -0.100
H -0.142 0.731 0.120
H 0.454 0.010 0.032
H -0.184 0.154 -0.208
H -0.215 -0.398 0.527
H -0.327 0.630 -0.507
H -0.104 0.585 0.343
H 0.212 0.044 0.257
H -0.704 -1.552 1.044
H -0.444 0.460 0.528
H 0.188 -0.167 0.458
H 0.248 -0.680 0.079
H -0.567 -0.556 -0.133
H -0.046 0.215 0.082
H -0.533 -0.531 0.056
H 0.949 -0.987 0.408
O 1.299 0.493 -0.202
H -1.457 -0.568 0.913
H 0.173 0.246 -0.522
O -1.779 -0.860 1.611
H 0.114 -0.114 -0.447
H 1.709 0.912 -1.107
O 0.008 0.485 1.131
H -0.072 -0.080 -0.248
H -0.123 -0.192 -1.105
O 0.558 -0.065 -0.331
H -0.336 0.572 0.323
H 0.020 -0.467 0.091
O 1.151 1.700 0.128
C -1.853 -3.409 0.355
N 0.803 1.770 -0.219
O 0.223 0.537 1.056
C -0.280 -0.805 -1.543
N -0.148 0.238 0.366
C 0.172 3.146 -0.573
C 0.098 0.193 -0.707
C -0.366 -0.212 0.573
C -0.157 1.697 0.553
Sb 0.390 -0.426 -0.763
C -1.070 -0.147 -0.028
C 0.049 -1.517 -0.196
C 1.129 -0.547 -2.333
C -0.677 -1.315 -1.237
C 1.036 -0.707 0.947
C -1.696 0.524 -1.246
C -2.082 -2.101 0.213
C 0.099 -0.315 -0.789
H -0.841 -0.316 -0.182
H 0.209 -2.407 0.359
H -0.192 -0.307 0.691
H 0.160 0.292 -0.647
H 0.590 0.409 0.436
H 0.266 -0.519 -0.067
H -0.081 -0.700 -0.369
H 0.272 -0.867 0.011
H -0.297 -0.102 0.307
H 0.163 -0.466 -0.283
H -0.358 1.126 -0.391
H 0.860 0.917 0.459
H -0.428 0.435 -0.012
H -0.286 0.821 1.699
H -0.211 -0.528 0.779
H 0.745 0.280 0.040
H 0.159 0.768 -0.012
H -0.033 0.532 1.207
H 1.402 -0.107 0.810
H 0.279 -0.260 0.068
H -0.187 0.572 0.451
H 0.504 0.574 0.348
H 0.234 1.670 -0.296
H 0.520 0.066 -0.693
H -0.501 0.322 0.157
H -0.029 0.324 0.158
H 0.051 -0.790 0.418
Cl 0.548 0.056 0.134
C -1.739 0.467 0.718
Cl 0.055 0.161 -0.195
H 0.587 0.282 -0.540
H 0.538 -1.030 -0.079

Its relative energy (zero: lowest compared OMol25 entry of this formula, charge and spin) is 0.00 kcal per mole. The molar mass is 1156.18 g/mol. The value obtained for the gap between HOMO and LUMO is 5.37 eV. Its net charge is -2.

Molecular formula: C8H21F3MgO4P2S
Method: DFT, the ωB97M-V functional and the def2-TZVPD basis

Each line ends with the natural charge from an NBO analysis.
Element x y z (Å)
1 Mg 0.225538 -0.175421 0.258646  1.37
2 H 1.813197 -0.569035 -0.649379  -0.07
3 H 1.268596 -1.022872 -1.028221  -0.07
4 P 1.141082 2.712073 -0.933302  1.18
5 P -0.511578 -2.586636 -0.786460  0.73
6 C -0.523980 -3.606734 0.731743  -0.95
7 H -1.090472 -4.532129 0.555564  0.22
8 H 0.511711 -3.857546 0.998074  0.24
9 H -0.972862 -3.044345 1.562197  0.25
10 C -2.300192 -2.465366 -1.136690  -0.95
11 H -2.423293 -2.000053 -2.124178  0.24
12 H -2.763065 -3.462282 -1.137064  0.22
13 H -2.774169 -1.820688 -0.386942  0.26
14 C 0.007530 -3.805221 -2.050359  -0.93
15 H 1.045785 -4.112664 -1.861464  0.24
16 H -0.645542 -4.693104 -2.035057  0.23
17 H -0.046578 -3.334330 -3.043197  0.24
18 C -0.446116 3.546100 -0.994591  -0.98
19 H -0.291501 4.630772 -1.031374  0.25
20 H -0.980696 3.223864 -1.898377  0.26
21 H -1.047353 3.286800 -0.112610  0.28
22 C 1.996532 3.093263 0.595986  -0.98
23 H 2.930379 2.515892 0.663467  0.27
24 H 2.243797 4.166070 0.626659  0.24
25 H 1.366906 2.836614 1.457248  0.30
26 C 2.178783 3.141151 -2.333811  -0.96
27 H 1.733512 2.751047 -3.258897  0.25
28 H 2.282963 4.233081 -2.419984  0.25
29 H 3.176289 2.700454 -2.203102  0.26
30 C 1.922834 -0.382430 1.768053  -0.10
31 O 2.741529 -0.093663 2.519783  -0.58
32 H 0.853416 1.303702 -1.058669  -0.30
33 F -1.639839 0.222092 4.503914  -0.30
34 C -1.640849 -0.378028 3.299538  0.72
35 F -0.530443 -1.185448 3.224486  -0.31
36 F -2.732042 -1.167924 3.186911  -0.31
37 S -1.588008 0.853585 1.897304  2.30
38 O -2.609493 1.840901 2.059126  -0.89
39 O -0.163507 1.284713 1.876630  -1.03
40 O -1.718783 -0.046255 0.698404  -1.08

Forces on the atoms, in the same order (eV/Å):
Mg 0.500 -0.177 0.666
H -0.022 -0.832 -0.907
H 1.741 0.331 0.159
P 0.978 1.222 0.345
P -0.784 -0.236 0.379
C 0.081 -0.274 0.024
H 0.095 0.174 0.148
H -0.283 0.070 0.037
H 0.139 -0.185 -0.246
C -0.157 -0.063 -0.175
H -0.076 -0.108 0.244
H 0.024 0.243 -0.022
H 0.099 -0.221 -0.232
C 0.226 0.026 -0.176
H -0.285 0.058 -0.108
H 0.209 0.317 0.033
H 0.051 -0.195 0.266
C 0.001 0.147 -0.166
H -0.095 -0.210 0.040
H 0.081 -0.003 0.186
H 0.197 -0.009 -0.180
C 0.324 0.542 0.269
H -0.351 0.059 -0.078
H -0.059 -0.233 0.096
H 0.163 0.022 -0.312
C 0.092 0.669 -0.245
H 0.056 0.040 0.210
H 0.054 -0.297 -0.145
H -0.302 0.060 0.042
C -2.091 -0.707 -2.535
O 1.822 0.582 1.692
H -1.016 -1.188 -0.115
F -0.100 -0.389 -0.995
C 0.437 -0.841 0.625
F -1.435 0.981 0.073
F 0.738 0.692 0.149
S 0.885 -0.164 -1.099
O 0.344 -0.487 0.254
O -1.668 0.114 0.400
O -0.610 0.473 1.398

Its relative energy (zero: lowest compared OMol25 entry of this formula, charge and spin) is 57.34 kcal per mole. The molar mass is 356.57 g/mol. The value obtained for the gap between HOMO and LUMO (spin up / spin down) is 4.31 / 4.24 eV.

Molecular formula: C9H14NOS
Method: DFT, the ωB97M-V functional and the def2-TZVPD basis

Each line ends with the natural charge from an NBO analysis.
Element x y z (Å)
1 C 2.120544 0.314106 2.630086  -0.18
2 C 2.519511 -0.150539 1.452309  -0.19
3 C 0.822489 0.474596 2.945509  -0.18
4 C 1.596738 -0.479032 0.489503  -0.20
5 C -0.082335 0.190453 1.958769  -0.19
6 C 0.223236 -0.352199 0.748880  -0.13
7 C -1.525889 1.683803 -0.920044  -0.70
8 C -0.756892 -0.744537 -0.291347  -0.09
9 C -0.970577 0.445136 -1.564762  0.29
10 N -0.376689 -1.984071 -0.898309  -0.72
11 O 0.129663 0.647847 -2.346503  -0.71
12 S -2.363832 -0.383182 -2.671901  -0.14
13 H 2.837923 0.525928 3.461676  0.23
14 H 3.483041 -0.265911 1.179388  0.22
15 H 0.545775 0.817223 3.993177  0.25
16 H 1.920001 -0.823770 -0.506608  0.19
17 H -1.096178 0.459388 2.276883  0.22
18 H -1.735832 2.481454 -1.560434  0.25
19 H -2.465412 1.585782 -0.540781  0.24
20 H -0.857741 1.963946 -0.068528  0.24
21 H -1.849788 -0.815894 0.154776  0.26
22 H 0.693139 -1.860436 -1.088564  0.45
23 H -0.820660 -2.091763 -1.896857  0.47
24 H -0.369092 -2.874231 -0.417321  0.45
25 H 0.105421 1.492371 -2.652856  0.49
26 H -1.726564 -0.256467 -3.866139  0.17

Forces on the atoms, in the same order (eV/Å):
C 2.136 0.853 4.201
C -1.504 -0.585 -2.323
C -0.839 0.663 1.467
C -0.945 -0.448 -0.887
C -2.986 0.743 1.709
C 1.651 0.059 -0.676
C 2.787 -0.499 1.153
C -3.548 2.915 -0.066
C -1.759 -2.128 0.734
N 3.105 -0.737 -4.039
O 0.604 -4.232 1.890
S 0.897 0.239 0.328
H -0.314 -0.181 -1.092
H 3.235 -0.258 -0.432
H 0.081 -0.388 -1.747
H 0.270 0.243 0.546
H -0.116 -0.561 -0.676
H 0.612 1.369 -1.535
H -2.658 -1.146 1.438
H -0.390 0.168 -0.809
H 2.230 0.017 -0.936
H -2.089 -0.344 0.067
H 0.281 0.287 1.888
H -0.796 -0.080 0.747
H 0.146 4.003 -1.477
H -0.092 0.033 0.526

Its relative energy (zero: lowest compared OMol25 entry of this formula, charge and spin) is 24.19 kcal per mole. The molar mass is 184.28 g/mol. The value obtained for the gap between HOMO and LUMO is 9.88 eV. Its SMILES is C[C@](O)(S)[C@@H]([NH3+])c1ccccc1. Its net charge is +1.